Computed, not measured: a structure of composition C15H27BBe3BrCl2FLiNNaO10PS at a distorted geometry, with the ωB97M-V functional and the def2-TZVPD basis.

XYZ file:
```
65
Properties=species:S:1:pos:R:3
Br -3.967 -2.431 1.299
Cl -0.502 -4.818 -4.218
Cl -1.605 3.963 -8.524
S 0.241 0.117 -0.088
P 2.842 -2.893 6.736
Na 0.230 -0.349 4.917
F 2.296 6.080 -5.307
O -1.135 -1.309 -2.997
O 2.407 -4.075 5.720
O -0.754 2.681 6.445
O -0.480 -0.367 -3.853
O 1.862 -2.193 1.526
O -1.530 -1.786 -0.503
O 4.053 -2.125 6.286
O 2.971 -3.184 8.189
O 1.209 -0.347 2.933
O 1.517 -2.098 6.405
N -1.363 -1.431 3.049
C 2.633 -0.018 3.023
C 3.126 0.808 1.874
C 0.488 4.784 -6.075
C 0.602 3.247 -3.757
C -0.349 2.971 -4.735
C -0.188 -2.227 -2.509
C -4.797 0.226 0.830
C -3.627 -0.517 1.421
C -0.637 -1.717 1.800
C 1.419 5.031 -5.094
C 1.500 4.286 -3.938
C -1.180 -0.968 0.565
C -0.389 3.741 -5.879
C -0.548 -2.589 -1.055
C -2.318 -0.003 0.817
B 0.914 -1.391 2.074
Be 4.135 6.085 -3.981
Be -0.053 -5.218 -2.174
Be 1.388 -3.267 5.195
Li -1.445 -5.809 -6.203
H -1.069 3.574 6.668
H -4.881 0.078 -0.233
H -0.026 0.269 -3.281
H -0.072 1.313 0.397
H -0.803 -1.699 3.835
H 3.177 0.252 0.951
H -0.999 -3.620 -1.103
H -3.634 -0.272 2.465
H 2.729 0.616 3.891
H -2.518 0.492 -0.119
H 4.089 1.221 2.113
H -1.946 0.770 1.470
H 2.517 -1.730 1.000
H 3.248 -0.882 3.214
H -5.711 -0.098 1.296
H -1.162 3.507 -6.671
H 0.454 5.394 -6.966
H -0.679 -2.787 1.615
H -0.175 -3.139 -3.145
H -1.052 2.159 -4.604
H 2.453 1.634 1.718
H 0.353 -2.694 -0.462
H -2.215 -1.967 3.160
H -4.702 1.270 1.086
H 0.765 -1.717 -2.473
H 2.252 4.513 -3.187
H 0.642 2.654 -2.852
```

Values from the calculation:
Net charge   +2
Highest occupied orbital energy   -11.334 eV

Computed, not measured: a structure of composition C15H27N2O4P2Ti at a distorted geometry, with the ωB97M-V functional and the def2-TZVPD basis.

XYZ file:
```
51
Properties=species:S:1:pos:R:3
Ti -0.004 0.386 0.889
P 1.276 2.237 0.051
P -2.274 -1.552 0.956
O 1.076 0.027 2.551
O -1.250 1.470 1.825
O -2.783 3.923 -1.065
O 1.744 -3.044 -0.722
N -0.242 0.029 -1.227
N 1.276 -1.317 0.759
C 0.870 2.230 -1.754
C 0.085 0.579 -3.521
C -1.433 -2.080 -0.545
C 3.154 -2.609 1.272
C -2.200 -2.626 2.389
C 2.898 -1.631 2.423
C 2.022 -2.406 0.288
C 1.727 -0.900 1.960
C -0.955 -1.506 -2.941
C 3.074 2.052 -0.044
C -0.905 -1.093 -1.597
C 0.260 0.878 -2.170
C -0.449 -0.630 -3.911
C -3.939 -1.030 0.550
C 0.992 3.890 0.740
H 3.149 -3.652 1.611
H 3.474 2.930 -0.579
H -2.030 2.070 1.673
H -2.535 3.118 -0.651
H -0.615 -2.753 -0.241
H 4.102 -2.396 0.750
H -0.462 -0.941 -4.968
H -2.680 3.706 -2.014
H 3.550 1.968 0.943
H 3.718 -0.907 2.552
H -2.273 -2.675 -0.956
H -0.086 4.087 0.693
H 1.336 3.950 1.786
H 0.178 3.053 -1.902
H 1.536 4.629 0.138
H 0.454 1.308 -4.254
H -1.390 -2.481 -3.180
H -3.848 -0.188 -0.136
H -2.430 -2.129 3.338
H -4.429 -0.707 1.469
H 2.684 -2.125 3.386
H -4.385 -1.904 0.085
H 1.797 2.389 -2.316
H 3.301 1.144 -0.624
H -1.207 -3.063 2.474
H -2.960 -3.381 2.153
H -1.966 -0.327 1.611
```

Values from the calculation:
Net charge   +1
2S+1   3
Highest occupied orbital energy (alpha / beta)   -8.159 / -11.840 eV

Computed, not measured: a cluster of 5 separate species, C15H27NO15 in total at a distorted geometry, with the ωB97M-V functional and the def2-TZVPD basis.

XYZ file:
```
58
Properties=species:S:1:pos:R:3
O 0.716 -0.697 4.035
O 0.562 -3.232 -1.827
O -2.986 -1.784 2.131
O -1.126 1.296 -5.097
O 3.024 5.888 1.835
O -1.213 2.027 -3.047
O 5.500 3.963 0.418
O -5.223 -2.153 1.921
O -2.443 3.095 -4.637
O 1.597 0.933 2.712
O 1.097 -4.203 0.167
O 1.126 -5.336 -1.809
O -3.876 -1.686 0.146
O 1.222 1.218 4.940
O 5.558 3.620 -1.955
N 3.126 4.080 0.026
C -3.114 -1.988 3.538
C 5.534 4.421 -0.967
C 0.944 -4.251 -1.034
C 1.536 -6.502 -1.098
C -4.140 -1.901 1.448
C 4.250 3.197 0.502
C 0.330 -2.006 -1.136
C 1.217 0.526 3.786
C 1.732 2.545 4.826
C 0.651 -1.548 2.890
C -1.714 2.950 -2.081
C 2.902 4.964 0.990
C -5.017 -1.779 -0.706
C -1.528 1.389 -6.462
C -1.673 2.229 -4.295
H -3.781 -1.242 3.977
H 1.652 -7.311 -1.820
H 1.119 3.136 4.141
H 0.233 -2.505 3.205
H 5.488 5.550 -1.159
H -5.450 -2.781 -0.663
H 2.498 -6.336 -0.607
H 0.776 -6.796 -0.369
H -2.607 1.249 -6.557
H 0.028 -1.257 -1.871
H -5.761 -1.025 -0.437
H 4.386 2.235 -0.105
H -1.417 3.971 -2.334
H 1.689 3.006 5.814
H -1.027 0.592 -7.013
H -1.278 2.693 -1.115
H 4.001 2.881 1.584
H -1.223 2.348 -6.889
H -0.478 -2.120 -0.409
H 2.774 2.530 4.497
H -2.125 -1.870 3.984
H -3.470 -2.998 3.751
H -0.005 -1.120 2.129
H -2.801 2.872 -2.001
H 1.650 -1.726 2.485
H 1.244 -1.660 -0.648
H -4.687 -1.589 -1.728
```

Values from the calculation:
SMILES   O=C=NCOC=O.COC(=O)OC.COC(=O)OC.COC(=O)OC.COC(=O)OC
Highest occupied orbital energy   -10.921 eV

Computed, not measured: a cluster of 6 separate species, C15H27NO18S3 in total at a distorted geometry, with the ωB97M-V functional and the def2-TZVPD basis.

XYZ file:
```
64
Properties=species:S:1:pos:R:3
S -14.911 8.958 18.640
S -17.687 4.305 15.761
S -12.621 0.474 13.398
O -15.453 9.665 14.392
O -18.381 3.253 15.097
O -11.430 3.270 9.817
O -13.822 6.917 13.111
O -15.281 8.901 20.027
O -13.571 8.616 18.253
O -18.276 4.558 17.238
O -13.623 -0.067 12.525
O -12.609 2.090 13.316
O -14.844 5.085 13.615
O -13.526 3.480 10.437
O -15.327 10.368 17.919
O -15.940 8.086 17.767
O -16.656 11.082 13.169
O -17.547 5.583 15.117
O -11.292 -0.033 13.338
O -16.232 3.806 16.308
O -13.147 0.413 14.936
N -14.463 6.214 13.865
C -10.322 4.865 11.118
C -16.662 10.273 17.390
C -11.800 4.850 11.517
C -13.654 1.691 15.296
C -10.113 3.650 10.191
C -12.750 2.670 14.608
C -15.416 9.487 11.949
C -12.373 3.808 10.572
C -14.786 6.749 15.235
C -16.362 10.214 11.018
C -17.149 8.812 17.631
C -15.828 10.044 13.314
C -17.717 3.578 18.105
C -16.255 3.562 17.728
C -16.751 11.470 11.796
H -15.783 7.156 15.094
H -17.784 11.709 11.535
H -17.762 8.782 18.531
H -9.636 4.744 11.961
H -9.520 3.977 9.338
H -15.662 4.375 18.156
H -14.653 1.843 14.862
H -9.571 2.850 10.691
H -17.915 3.806 19.147
H -14.101 7.459 15.676
H -17.664 8.448 16.747
H -16.187 12.381 11.598
H -9.998 5.808 10.674
H -11.840 4.512 12.552
H -14.960 5.833 15.793
H -15.726 2.644 17.981
H -17.272 10.956 17.981
H -13.107 3.697 14.569
H -16.664 10.527 16.335
H -11.743 2.761 15.036
H -18.167 2.611 17.864
H -15.557 8.410 11.985
H -13.865 1.747 16.361
H -14.341 9.677 11.922
H -15.985 10.441 10.021
H -17.252 9.598 10.892
H -12.407 5.742 11.406
```

Values from the calculation:
SMILES   C[N+](=O)[O-].O=S1(=O)OCCO1.O=S1(=O)OCCO1.O=S1(=O)OCCO1.O=C1CCCO1.O=C1CCCO1
Highest occupied orbital energy   -9.645 eV

Computed, not measured: a structure of composition C15H28BrInNO at a distorted geometry, with the ωB97M-V functional and the def2-TZVPD basis.

XYZ file:
```
47
Properties=species:S:1:pos:R:3
In -1.839 -0.054 -0.035
Br -5.441 1.644 -2.951
O -0.785 -0.319 -3.755
N 3.496 -0.091 1.386
C 3.119 -1.245 0.712
C 5.411 -1.376 1.072
C -1.888 -2.258 0.583
C 0.065 -0.613 -2.621
C 1.180 0.607 2.240
C -1.363 1.074 1.901
C 4.252 -2.133 0.492
C -2.828 2.489 -2.084
C -0.133 0.408 -1.437
C -0.595 -3.068 0.127
C 2.639 1.031 1.817
C -3.899 0.397 -0.842
C -4.104 1.842 -1.431
C 4.874 -0.117 1.612
C 0.079 1.720 1.893
H -4.217 -0.399 -1.569
H -4.609 0.303 0.039
H -2.242 3.011 -1.283
H 3.128 1.455 2.746
H 0.176 2.490 2.723
H 6.461 -1.738 1.060
H 0.819 0.359 -0.814
H -2.764 -2.715 0.027
H -0.210 0.015 -4.459
H -0.156 1.460 -1.849
H 2.667 1.872 1.063
H 5.484 0.675 2.105
H 0.177 -2.333 -0.221
H -3.200 3.276 -2.810
H -4.611 2.547 -0.715
H -2.127 1.867 2.129
H 1.140 -0.536 -2.992
H 0.391 2.169 0.913
H -1.380 0.339 2.765
H 2.057 -1.387 0.422
H -0.795 -3.750 -0.756
H -0.075 -1.677 -2.299
H 1.187 0.462 3.356
H 4.208 -3.129 0.003
H -0.244 -3.717 0.979
H -2.243 1.760 -2.697
H -2.071 -2.276 1.689
H 0.809 -0.339 1.763
```

Values from the calculation:
Net charge   -1
Highest occupied orbital energy   -4.467 eV

Computed, not measured: a structure of composition C15H28KN7O4SSbSe4, with the ωB97M-V functional and the def2-TZVPD basis.

XYZ file:
```
61
Properties=species:S:1:pos:R:3
Sb -3.665 3.584 -2.998
Se -2.778 1.633 -1.346
Se -1.420 4.475 -3.394
Se -5.229 4.803 -1.646
Se -4.400 2.212 -4.860
K -0.317 0.031 -0.123
S -0.209 -1.543 -3.101
O -2.426 0.654 1.444
O -7.675 3.010 3.290
O -7.241 2.018 5.330
O -3.914 1.726 0.138
N -0.854 1.012 -3.636
N 0.868 2.003 1.480
N -0.944 -2.411 1.026
N 0.265 1.466 -2.908
N 2.702 -0.229 -1.250
N -2.268 -0.540 -4.448
N 1.823 -0.972 1.464
C 2.247 1.530 1.522
C -4.238 0.818 3.595
C -3.494 1.226 1.267
C -6.238 1.718 4.446
C 1.091 -1.889 2.342
C -5.651 2.177 2.152
C -4.496 1.407 2.366
C 2.346 0.173 2.219
C -8.158 2.849 4.616
C 2.875 -1.677 0.740
C -6.495 2.310 3.222
C 0.248 -2.961 1.654
C 3.612 -0.852 -0.305
C -1.160 -0.288 -3.742
C -5.117 0.960 4.670
H -1.400 -3.077 0.419
H 0.826 -3.465 0.879
H 0.415 -1.287 2.955
H -3.325 0.247 3.703
H 2.425 -2.528 0.226
H 4.190 -0.064 0.190
H 1.797 0.247 3.162
H 1.050 1.527 -3.553
H 3.202 0.195 -2.020
H -2.952 0.208 -4.604
H 2.595 1.441 0.494
H -5.838 2.657 1.200
H -1.619 -2.066 1.698
H -1.359 1.724 -4.166
H -8.217 3.824 5.105
H 1.786 -2.398 3.035
H 4.345 -1.527 -0.768
H 0.480 2.140 2.405
H 0.032 -3.723 2.417
H 3.398 0.001 2.495
H 2.925 2.215 2.052
H 2.027 -0.871 -1.655
H 0.782 2.874 0.972
H -4.926 0.508 5.633
H -9.138 2.367 4.592
H 0.017 2.433 -2.670
H -2.591 -1.491 -4.424
H 3.623 -2.084 1.445
```

Values from the calculation:
Net charge   -1
Highest occupied orbital energy   -4.129 eV

Computed, not measured: a cluster of 2 separate species, C15H28N3O3S in total at a distorted geometry, with the ωB97M-V functional and the def2-TZVPD basis.

XYZ file:
```
50
Properties=species:S:1:pos:R:3
S 4.907 1.559 -2.359
O -6.148 -0.224 4.327
O 2.862 -1.551 -0.398
O -0.706 -0.570 -1.636
N 1.834 1.728 -2.476
N -2.109 0.154 0.211
N 1.516 -0.402 -2.417
C 1.686 -1.849 -2.544
C 5.833 -0.056 -0.234
C 0.533 1.571 -2.035
C 1.383 -3.488 -0.652
C -5.932 2.222 4.505
C 0.356 0.226 -1.990
C 2.349 -2.498 -1.293
C -0.396 2.690 -1.734
C -5.475 0.847 4.962
C 2.411 0.543 -2.700
C 6.191 0.547 -1.590
C -6.009 -0.300 2.922
C -1.341 -0.205 -0.552
C -4.575 -0.482 2.452
C 3.806 0.378 -3.191
H 0.711 -2.273 -2.748
H -0.355 3.418 -2.539
H -4.121 -1.347 2.940
H -6.463 0.576 2.442
H -5.446 2.995 5.100
H 4.107 -0.653 -3.038
H 0.432 -2.992 -0.470
H 2.281 2.623 -2.594
H -7.013 2.321 4.617
H 3.207 -3.057 -1.655
H 5.202 0.599 0.353
H -5.688 2.406 3.457
H 6.758 -0.191 0.324
H -6.602 -1.163 2.620
H -4.548 -0.633 1.373
H 2.289 -2.024 -3.427
H -3.958 0.388 2.677
H 1.787 -3.900 0.264
H -5.687 0.729 6.024
H 2.152 -1.064 0.035
H 6.512 -0.238 -2.269
H -1.410 2.310 -1.726
H 5.387 -1.038 -0.322
H -0.189 3.156 -0.777
H 3.821 0.558 -4.263
H 1.213 -4.301 -1.352
H -4.390 0.741 4.844
H 7.035 1.215 -1.466
```

Values from the calculation:
Net charge   +1
Highest occupied orbital energy   -10.937 eV

Computed, not measured: a structure of composition C15H28N5O3P2PtS2 at a distorted geometry, with the ωB97M-V functional and the def2-TZVPD basis.

XYZ file:
```
56
Properties=species:S:1:pos:R:3
Pt -0.302 -0.009 -0.034
S 0.976 1.173 3.817
S -0.444 1.982 1.156
P -0.102 -2.751 -1.859
P -2.455 -1.834 -0.479
O -1.802 -1.962 0.831
O -1.714 -2.531 -1.706
O 0.640 -1.618 -1.223
N -2.386 -0.175 -0.975
N 0.127 -4.230 -1.218
N 1.027 -0.045 1.556
N -3.952 -2.460 -0.498
N 0.165 -2.798 -3.452
C 2.455 -2.011 2.068
C -0.132 -3.963 -4.278
C 3.193 -2.650 3.044
C -4.672 -2.675 0.758
C -2.605 0.131 -2.403
C 1.857 -0.331 3.701
C -4.600 -2.992 -1.695
C -0.982 -5.131 -0.900
C -3.257 0.655 -0.103
C 0.558 1.018 2.156
C 1.774 -0.849 2.406
C 2.587 -0.984 4.688
C 3.247 -2.148 4.348
C 0.518 -1.584 -4.191
C 1.312 -4.426 -0.376
H -1.341 -4.972 0.121
H 3.751 -3.543 2.796
H 0.714 -4.172 -4.933
H -1.013 -3.785 -4.899
H -0.306 -4.837 -3.654
H -4.304 0.530 -0.394
H -4.080 -2.315 1.594
H -4.740 -4.071 -1.599
H -0.635 -6.160 -0.993
H 3.818 -2.675 5.100
H 2.074 -3.690 -0.621
H 0.603 -0.738 -3.514
H 1.054 -4.333 0.681
H -3.128 0.362 0.936
H 2.408 -2.374 1.051
H -4.862 -3.740 0.905
H -3.995 -2.800 -2.578
H -0.239 -1.366 -4.949
H -2.007 -0.523 -3.029
H 1.476 -1.721 -4.693
H -2.311 1.162 -2.585
H -5.577 -2.528 -1.835
H -1.810 -4.985 -1.589
H -5.627 -2.147 0.743
H -3.662 0.017 -2.660
H 2.631 -0.588 5.694
H -2.980 1.700 -0.211
H 1.720 -5.421 -0.557
```

Values from the calculation:
Net charge   +1
Highest occupied orbital energy   -10.675 eV

Record order is preserved below.
E: -5966.67523 -2530.25391 -1771.05238 -3191.23284 -3482.38299 -12116.91829 -1376.23178 -2686.26114 a.u.